(1)
{"formula": "C14H41N2O9Pd2", "method": "the ωB97M-V functional and the def2-TZVPD basis", "de_lowest_kcal_mol": 0.0, "charge": 3, "homo_energy_ha": [-0.646, -0.658], "homo_lumo_gap_ha": [0.341, 0.256], "multiplicity": 5, "e_tot_ha": -1599.3563, "species": ["Pd", "Pd", "O", "H", "C", "C", "C", "O", "C", "N", "H", "H", "H", "H", "H", "H", "H", "H", "H", "H", "H", "C", "C", "C", "O", "C", "N", "H", "H", "H", "H", "H", "H", "H", "H", "H", "H", "H", "C", "C", "O", "O", "H", "H", "H", "H", "H", "H", "C", "C", "O", "O", "H", "H", "H", "H", "H", "H", "C", "C", "O", "O", "H", "H", "H", "H", "H", "H"], "xyz": [[0.9100, -0.7229, 2.8637], [-0.0072, 0.4859, -1.1437], [0.0861, -0.3353, 0.9432], [-0.4205, -1.1165, 0.6865], [1.8532, -3.4633, -1.6940], [1.4188, -2.0028, -1.6464], [1.9582, -1.2177, -2.8078], [1.6441, 0.1736, -2.5788], [2.4761, 1.0733, -3.3389], [-0.0766, -1.8477, -1.6765], [1.1451, -4.1190, -1.1896], [2.8541, -3.6119, -1.2849], [1.9545, -3.8249, -2.7229], [1.7681, -1.5083, -0.7378], [1.5264, -1.5236, -3.7667], [3.0374, -1.3659, -2.8690], [1.9716, 1.2737, -4.2811], [3.4716, 0.6626, -3.4996], [2.6356, 1.9793, -2.7561], [-0.5247, -2.4567, -0.9961], [-0.3904, -2.2278, -2.5698], [-1.2396, 0.4470, -4.4759], [-1.6964, 1.5869, -3.5916], [-2.8265, 1.1614, -2.6607], [-2.3241, 0.2549, -1.6492], [-3.3417, -0.0664, -0.7364], [-0.5670, 2.0877, -2.7842], [-2.0282, -0.0002, -5.0835], [-0.8388, -0.3925, -3.9017], [-0.4603, 0.7536, -5.1785], [-2.1881, 2.3666, -4.1873], [-3.6190, 0.6682, -3.2244], [-3.2563, 2.0105, -2.1154], [-4.2272, -0.4835, -1.2128], [-3.5647, 0.7872, -0.0865], [-2.9527, -0.8335, -0.0530], [-0.9320, 2.7624, -2.1090], [0.1168, 2.5681, -3.3592], [1.0264, 3.3924, 0.0838], [-0.3141, 3.4631, 0.7090], [-1.2504, 2.7814, -0.1471], [1.4423, 2.0446, -0.2073], [1.7788, 3.8780, 0.7199], [1.1590, 4.0032, -0.8140], [-0.5994, 4.5137, 0.8000], [-0.3122, 2.9881, 1.6935], [-2.1379, 3.0876, 0.0651], [2.1520, 1.8181, 0.3990], [-0.5934, 1.5626, 4.3796], [-1.6922, 0.6190, 3.9472], [-1.1459, -0.6989, 3.6325], [0.6958, 1.3204, 3.7165], [-0.4274, 1.4450, 5.4502], [-0.9288, 2.5872, 4.2166], [-2.3611, 0.9845, 3.1732], [-2.2800, 0.4650, 4.8556], [-1.8718, -1.2943, 3.4155], [1.2313, 2.0620, 4.0224], [1.7852, -3.5703, 3.3817], [1.1262, -3.1266, 4.6091], [1.4926, -1.7161, 4.8746], [1.2612, -2.8741, 2.2188], [1.5281, -4.6314, 3.2930], [2.8691, -3.5158, 3.3841], [1.4413, -3.7149, 5.4680], [0.0408, -3.1176, 4.4940], [1.1117, -1.4937, 5.7332], [0.4274, -3.2448, 1.9080]], "mulliken_spin": [1.66, 1.55, 0.13, 0.00, 0.01, -0.02, 0.00, 0.05, 0.00, 0.09, 0.00, 0.00, 0.00, 0.01, 0.00, 0.00, 0.00, 0.00, 0.00, 0.00, 0.00, 0.00, -0.01, 0.00, 0.05, -0.01, 0.15, 0.00, 0.00, 0.00, 0.01, 0.00, 0.00, 0.00, 0.00, 0.00, -0.01, 0.00, -0.01, 0.00, 0.01, 0.04, 0.00, 0.00, 0.00, 0.00, 0.00, 0.00, 0.00, 0.00, 0.09, 0.04, 0.00, 0.00, 0.00, 0.00, 0.00, 0.00, 0.00, 0.00, 0.05, 0.07, 0.01, 0.00, 0.00, 0.00, 0.00, 0.00]}

***

(2)
{"formula": "C6H17N3", "method": "the ωB97M-V functional and the def2-TZVPD basis", "de_lowest_kcal_mol": 86.3, "homo_energy_ha": -0.254, "homo_lumo_gap_ha": 0.284, "e_tot_ha": -402.9366, "species": ["C", "N", "N", "H", "H", "H", "H", "H", "H", "C", "C", "C", "N", "C", "C", "H", "H", "H", "H", "H", "H", "H", "H", "H", "H", "H"], "xyz": [[-0.9584, 1.4549, -0.7148], [0.0088, 2.5345, -0.9712], [-1.7773, 1.8536, 0.4054], [-0.4718, 3.3798, -1.2824], [0.4313, 2.7832, -0.0804], [-1.7833, 1.1378, 1.1259], [-2.7418, 2.0779, 0.1605], [-1.5462, 1.3200, -1.6313], [0.2212, 0.5329, -0.5973], [1.6830, 0.2496, 1.0557], [1.8439, -1.2356, -0.8892], [-1.0690, -1.8134, -0.7014], [0.9323, -0.4528, -0.0135], [-0.2949, -1.1475, 0.4066], [-0.6706, -1.2747, 1.6900], [1.9362, -0.4075, 1.8873], [2.6208, 0.6537, 0.6727], [2.0379, -2.2270, -0.4769], [1.3800, -1.3335, -1.8701], [2.8033, -0.7372, -1.0323], [1.0576, 1.0849, 1.3746], [-2.1400, -1.7504, -0.5010], [-0.9041, -1.3405, -1.6699], [-0.7913, -2.8711, -0.7859], [-0.1530, -0.8092, 2.5160], [-1.6545, -1.6622, 1.9228]], "nbo_charge": [-0.26, -0.87, -0.89, 0.33, 0.34, 0.35, 0.35, 0.14, 0.36, -0.41, -0.41, -0.67, -0.50, 0.25, -0.47, 0.19, 0.22, 0.19, 0.21, 0.22, 0.22, 0.24, 0.23, 0.22, 0.21, 0.21]}

***

(3)
{"formula": "C10H26Br4O3", "method": "the ωB97M-V functional and the def2-TZVPD basis", "homo_energy_ha": -0.358, "homo_lumo_gap_ha": 0.371, "smiles": "BrCCBr.BrCCBr.CCO.CCO.CCO", "e_tot_ha": -10918.3339, "species": ["Br", "C", "C", "Br", "H", "H", "H", "H", "Br", "C", "C", "Br", "H", "H", "H", "H", "C", "C", "O", "H", "H", "H", "H", "H", "H", "C", "C", "O", "H", "H", "H", "H", "H", "H", "C", "C", "O", "H", "H", "H", "H", "H", "H"], "xyz": [[-4.7461, 0.6870, 2.4992], [-4.1739, -1.2080, 2.5218], [-4.8071, -1.8616, 1.2627], [-4.3784, -3.7311, 1.1737], [-4.4518, -1.6556, 3.4760], [-3.0926, -1.2775, 2.4034], [-4.3417, -1.4900, 0.3498], [-5.8956, -1.8275, 1.2164], [-2.5861, 1.6359, -1.7238], [-1.4309, 0.3657, -0.8616], [-1.5751, -1.0430, -1.5728], [-0.3025, -2.2857, -0.7203], [-1.7632, 0.3451, 0.1763], [-0.4199, 0.7730, -0.8728], [-1.4292, -1.0179, -2.6527], [-2.5919, -1.4044, -1.4191], [1.2443, 4.4934, -3.1382], [0.2141, 3.7642, -2.2342], [0.3818, 4.0108, -0.8596], [1.3835, 5.5359, -2.8518], [0.9491, 4.3865, -4.1820], [2.1687, 3.9277, -3.0212], [0.2796, 2.6823, -2.3495], [-0.7946, 3.9925, -2.5784], [1.0955, 3.4557, -0.5369], [1.5009, 1.9242, 2.5768], [2.1762, 1.1321, 1.4269], [1.9277, 1.7890, 0.2218], [0.4374, 2.0604, 2.3805], [1.8329, 2.9504, 2.7337], [1.5851, 1.3661, 3.5093], [1.8600, 0.0915, 1.3542], [3.2409, 1.0171, 1.6303], [2.2275, 1.2434, -0.5090], [2.0725, -4.3091, 0.7702], [3.1350, -3.5252, 0.0256], [2.7329, -3.3715, -1.2814], [1.0517, -3.9270, 0.7604], [2.3371, -4.4467, 1.8186], [2.0602, -5.3277, 0.3823], [4.1525, -3.9101, 0.0939], [3.2542, -2.5408, 0.4782], [3.4796, -3.4695, -1.8767]], "nbo_charge": [-0.01, -0.43, -0.46, -0.01, 0.23, 0.22, 0.22, 0.23, 0.01, -0.46, -0.44, -0.01, 0.22, 0.23, 0.23, 0.21, -0.64, -0.05, -0.74, 0.22, 0.21, 0.19, 0.14, 0.17, 0.49, -0.63, -0.05, -0.74, 0.22, 0.22, 0.21, 0.16, 0.15, 0.48, -0.63, -0.06, -0.72, 0.21, 0.21, 0.21, 0.16, 0.14, 0.47]}

***

(4)
{"formula": "C8H10N4S", "method": "the ωB97M-V functional and the def2-TZVPD basis", "de_lowest_kcal_mol": 169.1, "homo_energy_ha": -0.295, "homo_lumo_gap_ha": 0.285, "e_tot_ha": -927.7848, "species": ["C", "C", "C", "C", "C", "C", "C", "C", "H", "H", "H", "H", "H", "H", "H", "H", "H", "H", "N", "N", "N", "N", "S"], "xyz": [[-2.3591, -2.1714, 0.1294], [-2.0990, -0.7689, 0.0865], [-2.9206, 0.2873, 0.5933], [-2.4601, 1.5679, 0.3362], [-1.1722, 1.7827, -0.2546], [-0.7562, -0.4352, -0.4690], [0.4493, -1.3752, -0.5737], [3.7846, 0.3293, 0.0433], [-3.5315, -2.3289, 0.6539], [-1.7439, -2.6712, 0.8770], [-2.4245, -2.5110, -1.0866], [-4.0483, 0.1979, 1.4593], [-3.1672, 2.4240, 0.7853], [-0.8717, 2.8573, -0.4067], [0.2046, -2.3998, -0.4395], [1.5655, 0.7617, -0.9034], [3.7884, 2.3844, -0.6811], [5.0833, 1.6272, 0.7220], [-0.1600, 0.8086, -0.7350], [1.7084, -1.1242, -0.2914], [2.4174, 0.0770, -0.4208], [4.0693, 1.6817, 0.2283], [4.6435, -1.0013, 0.3470]], "nbo_charge": [-0.63, -0.11, -0.12, -0.31, 0.03, 0.17, -0.04, 0.20, 0.22, 0.25, 0.25, 0.24, 0.24, 0.20, 0.18, 0.44, 0.42, 0.43, -0.46, -0.16, -0.50, -0.85, -0.09]}

***

Please write out number 3 again, unchanged.
{"formula": "C10H26Br4O3", "method": "the ωB97M-V functional and the def2-TZVPD basis", "homo_energy_ha": -0.358, "homo_lumo_gap_ha": 0.371, "smiles": "BrCCBr.BrCCBr.CCO.CCO.CCO", "e_tot_ha": -10918.3339, "species": ["Br", "C", "C", "Br", "H", "H", "H", "H", "Br", "C", "C", "Br", "H", "H", "H", "H", "C", "C", "O", "H", "H", "H", "H", "H", "H", "C", "C", "O", "H", "H", "H", "H", "H", "H", "C", "C", "O", "H", "H", "H", "H", "H", "H"], "xyz": [[-4.7461, 0.6870, 2.4992], [-4.1739, -1.2080, 2.5218], [-4.8071, -1.8616, 1.2627], [-4.3784, -3.7311, 1.1737], [-4.4518, -1.6556, 3.4760], [-3.0926, -1.2775, 2.4034], [-4.3417, -1.4900, 0.3498], [-5.8956, -1.8275, 1.2164], [-2.5861, 1.6359, -1.7238], [-1.4309, 0.3657, -0.8616], [-1.5751, -1.0430, -1.5728], [-0.3025, -2.2857, -0.7203], [-1.7632, 0.3451, 0.1763], [-0.4199, 0.7730, -0.8728], [-1.4292, -1.0179, -2.6527], [-2.5919, -1.4044, -1.4191], [1.2443, 4.4934, -3.1382], [0.2141, 3.7642, -2.2342], [0.3818, 4.0108, -0.8596], [1.3835, 5.5359, -2.8518], [0.9491, 4.3865, -4.1820], [2.1687, 3.9277, -3.0212], [0.2796, 2.6823, -2.3495], [-0.7946, 3.9925, -2.5784], [1.0955, 3.4557, -0.5369], [1.5009, 1.9242, 2.5768], [2.1762, 1.1321, 1.4269], [1.9277, 1.7890, 0.2218], [0.4374, 2.0604, 2.3805], [1.8329, 2.9504, 2.7337], [1.5851, 1.3661, 3.5093], [1.8600, 0.0915, 1.3542], [3.2409, 1.0171, 1.6303], [2.2275, 1.2434, -0.5090], [2.0725, -4.3091, 0.7702], [3.1350, -3.5252, 0.0256], [2.7329, -3.3715, -1.2814], [1.0517, -3.9270, 0.7604], [2.3371, -4.4467, 1.8186], [2.0602, -5.3277, 0.3823], [4.1525, -3.9101, 0.0939], [3.2542, -2.5408, 0.4782], [3.4796, -3.4695, -1.8767]], "nbo_charge": [-0.01, -0.43, -0.46, -0.01, 0.23, 0.22, 0.22, 0.23, 0.01, -0.46, -0.44, -0.01, 0.22, 0.23, 0.23, 0.21, -0.64, -0.05, -0.74, 0.22, 0.21, 0.19, 0.14, 0.17, 0.49, -0.63, -0.05, -0.74, 0.22, 0.22, 0.21, 0.16, 0.15, 0.48, -0.63, -0.06, -0.72, 0.21, 0.21, 0.21, 0.16, 0.14, 0.47]}

***

> What is the formula in the third record?

C10H26Br4O3